1.
6 unconnected molecules or ions with the total composition C16H36NO12P, computed with the ωB97M-V functional and the def2-TZVPD basis.

Values from the calculation:
LUMO energy = 0.1511 Eh
Gap between HOMO and LUMO = 2.3 eV
Net charge = -2
Energy above the lowest of the compared OMol25 structures with the same formula, charge and spin = 145.0 kJ/mol

Each line ends with the natural charge from an NBO analysis.
Geometry (Å):
C  6.177  -2.312  0.652  -0.0584
H  5.926  -2.896  -0.045  0.1827
C  3.200  -0.234  1.018  -0.7636
C  -4.716  0.221  0.074  -0.6249
H  3.270  -0.299  2.147  0.1903
H  3.058  3.271  3.609  0.1998
C  0.139  0.523  3.501  0.8271
H  2.506  4.183  2.456  0.2190
N  -1.095  1.368  -0.243  -0.8897
H  -1.556  1.027  0.579  0.4045
H  5.568  -3.448  2.331  0.2050
C  6.585  -3.064  1.879  -0.5950
O  1.071  1.531  3.590  -0.5437
H  -1.529  1.555  -1.017  0.4340
H  -3.036  -3.699  -1.118  0.1773
O  5.206  -1.414  1.057  -0.5038
H  0.324  0.194  5.518  0.2122
H  -2.670  -4.281  -3.991  0.2023
H  7.000  -1.911  0.220  0.1629
H  7.139  -2.494  2.513  0.1964
H  -3.531  4.355  -3.422  0.2080
C  -4.450  2.635  -2.782  0.8095
C  0.229  -1.656  -1.200  -0.7256
O  0.027  3.576  -1.922  -1.3202
C  2.121  3.605  3.142  -0.5836
O  3.986  -1.650  -0.717  -0.6115
H  -4.020  -0.562  -0.355  0.2455
H  2.152  -0.433  0.599  0.2687
H  -2.195  -5.396  -2.664  0.2073
O  -1.424  -3.064  -2.013  -0.4850
H  -0.752  -0.949  4.998  0.2147
H  7.223  -3.861  1.549  0.1912
H  -2.753  2.820  -4.162  0.2550
C  -5.262  0.979  -1.275  -0.0450
C  0.023  -0.379  4.757  -0.6892
H  -3.827  -5.311  -3.193  0.1812
C  4.206  -1.097  0.320  0.7979
H  -5.959  1.653  -1.109  0.1713
O  1.766  1.936  -0.978  -1.3965
C  1.111  2.521  2.596  -0.1176
H  -4.159  0.899  0.550  0.1957
H  -0.204  0.766  -0.420  0.5033
O  0.469  1.410  -2.839  -1.3792
P  1.050  2.663  -2.245  2.5392
O  -0.607  0.393  2.664  -0.5826
O  -4.225  1.644  -1.964  -0.4987
O  -5.561  3.059  -3.143  -0.6703
H  0.149  3.129  2.272  0.1827
C  -1.133  -2.146  -1.138  0.7997
H  0.373  -0.953  -1.948  0.3337
C  -2.823  -4.606  -3.064  -0.6040
C  -3.162  3.231  -3.331  -0.7144
H  1.436  1.936  1.663  0.2587
H  1.392  4.142  3.959  0.1667
H  0.984  -2.506  -1.418  0.2230
C  -2.702  -3.375  -2.061  -0.0619
H  -5.554  -0.131  0.741  0.1983
H  3.136  0.717  0.652  0.3214
H  1.001  -1.076  4.610  0.2145
H  0.530  -1.344  -0.234  0.2206
O  2.112  3.154  -3.137  -1.2932
H  -0.637  2.193  0.010  0.4643
H  -2.357  3.137  -2.668  0.2934
O  -1.857  -1.734  -0.217  -0.6631
H  -3.179  -2.423  -2.427  0.1822
H  -5.733  0.248  -1.787  0.1596

=====

2.
5 unconnected molecules or ions with the total composition C16H36NO8S4, computed with the ωB97M-V functional and the def2-TZVPD basis.

Values from the calculation:
LUMO energy = -0.0942 Eh
Gap between HOMO and LUMO = 9.9 eV
Net charge = +1
Energy above the lowest of the compared OMol25 structures with the same formula, charge and spin = 291.4 kJ/mol

Each line ends with the natural charge from an NBO analysis.
Geometry (Å):
H  -3.894  1.039  -1.474  0.2273
S  1.905  1.159  -1.064  2.1846
C  0.768  3.430  -1.798  -0.4163
H  -3.662  1.130  2.701  0.2496
C  1.514  1.539  -2.707  -0.7345
H  -1.585  1.194  -0.754  0.2560
C  1.729  0.298  5.966  -0.4347
H  -1.338  -2.733  -1.706  0.2386
H  1.671  -3.036  -4.217  0.2347
C  -0.067  -2.121  -4.852  -0.4215
H  -1.544  -1.004  -3.882  0.2350
O  3.295  1.119  -0.835  -0.8889
H  -0.899  -2.378  -5.425  0.2139
O  -1.425  -0.838  1.805  -0.9903
H  0.715  0.028  6.111  0.2215
H  2.073  1.025  -3.487  0.2712
H  -5.437  0.693  0.567  0.2427
S  -0.315  -4.200  -3.211  2.1594
H  1.073  3.398  -3.959  0.2505
H  -0.349  3.225  -1.785  0.2130
C  1.523  3.020  -3.003  -0.4444
H  2.300  2.408  5.814  0.2276
H  -2.250  -3.333  -3.328  0.2751
C  1.427  1.760  5.536  -0.4002
H  0.405  -2.082  0.395  0.3982
S  -1.881  0.428  1.299  2.2030
H  0.930  4.546  -1.408  0.2411
C  1.083  1.687  4.056  -0.7006
H  -1.722  -0.527  -0.781  0.2409
O  -0.995  -5.165  -4.026  -0.9139
H  0.199  -2.687  1.573  0.4713
C  -3.623  0.536  1.746  -0.6593
H  -4.160  2.160  0.678  0.2196
C  -2.210  0.318  -0.424  -0.6731
C  1.288  2.765  -0.422  -0.6544
H  2.428  3.652  -3.107  0.2511
H  0.658  2.681  0.303  0.2313
C  0.688  -3.301  -4.495  -0.6696
C  -1.352  -2.830  -2.803  -0.6843
H  0.514  2.176  6.136  0.2295
H  1.754  -2.496  0.802  0.4533
O  0.927  0.277  -0.435  -1.0064
H  1.136  -4.072  -5.236  0.2755
O  1.666  -0.293  2.521  -1.0003
H  0.563  1.081  -2.979  0.2522
H  3.750  -0.271  5.094  0.2644
C  -4.390  1.029  0.552  -0.3935
H  0.877  2.645  3.459  0.2870
N  0.790  -2.699  0.771  -0.7949
C  2.638  -0.353  4.913  -0.6499
H  2.059  3.211  0.244  0.2517
H  2.524  -1.297  4.620  0.2290
H  0.172  0.978  3.979  0.2413
H  2.035  0.315  6.990  0.2380
O  -1.358  1.684  1.734  -0.9320
C  -0.747  -1.645  -3.575  -0.4035
C  -3.620  0.474  -0.717  -0.4115
S  2.269  0.576  3.399  2.1832
O  0.491  -4.599  -2.076  -0.9784
H  -3.872  -0.312  2.103  0.2147
O  3.492  1.320  2.937  -0.9357
H  -0.037  -1.315  -2.891  0.2053
H  0.551  -1.387  -5.384  0.2362
H  0.959  -3.561  0.209  0.4633
H  -4.110  -0.498  -0.779  0.2104

=====

3.
A molecular structure, C16H37CdNSi4, computed with the ωB97M-V functional and the def2-TZVPD basis.

Values from the calculation:
LUMO energy (spin up / spin down) = 0.1771 / 0.1772 Eh
Gap between HOMO and LUMO (spin up / spin down) = 4.4 / 3.6 eV
Net charge = -2

Each line ends with the natural charge from an NBO analysis.
Geometry (Å):
H  0.986  5.163  -1.943  0.1929
Si  0.082  -0.467  0.353  -0.8265
H  0.293  -2.915  3.139  0.2142
H  1.988  -2.926  2.605  0.2196
C  0.829  4.118  -2.170  -0.3752
H  -1.905  2.902  1.018  0.2012
Cd  -0.391  1.914  -0.539  1.4844
C  -3.027  2.844  -0.832  -0.5283
Si  1.278  -1.951  -0.986  1.3052
Si  1.038  -0.579  2.479  1.3001
C  0.519  -1.966  -2.710  -1.1143
H  -0.586  1.510  -3.773  0.1982
H  0.316  -4.160  -0.208  0.2265
C  -3.033  -0.272  1.652  -1.1131
H  1.794  0.928  -2.612  0.2022
C  -0.252  3.581  -2.931  -0.3675
H  2.722  3.167  -1.414  0.2634
H  2.789  1.137  1.842  0.3278
H  3.546  -1.803  -1.910  0.2032
C  2.776  0.129  2.311  -1.1425
H  -1.830  -3.655  -0.241  0.2253
H  1.830  -3.803  0.641  0.2308
H  -1.765  -3.390  1.519  0.2306
H  -0.487  -2.405  -2.717  0.2209
C  -2.253  -3.072  0.588  -1.1189
H  -0.974  -0.041  3.902  0.2141
H  -1.074  4.143  -3.361  0.1875
H  1.162  -2.581  -3.357  0.2073
C  -0.009  2.189  -3.137  -0.4477
H  1.867  -4.338  -1.046  0.2068
H  3.067  -0.207  -1.284  0.2651
C  1.245  1.866  -2.496  -0.4498
H  1.564  -2.278  4.199  0.2088
C  0.027  0.383  3.745  -1.1096
H  -2.287  -1.225  -2.206  0.2300
H  -0.066  1.435  3.446  0.2481
H  -4.104  -0.507  1.564  0.2060
H  -2.913  0.813  1.548  0.2480
H  3.201  0.239  3.317  0.2064
C  -1.906  3.162  -0.059  -1.0079
C  1.314  -3.719  -0.322  -1.1124
H  3.599  -1.476  -0.163  0.2313
C  3.037  -1.285  -1.084  -1.1150
H  0.550  0.344  4.713  0.2124
H  0.459  -0.963  -3.151  0.2534
H  -1.525  4.190  -0.284  0.2295
H  -2.878  0.323  -1.543  0.2614
C  1.750  3.071  -1.904  -0.3442
H  -2.697  -0.564  2.655  0.2259
C  1.232  -2.345  3.150  -1.1072
H  -3.874  -1.148  -1.406  0.2033
Si  -2.119  -1.215  0.303  1.2881
H  -3.362  3.574  -1.577  0.1664
H  3.432  -0.520  1.724  0.2104
H  -3.324  -3.320  0.664  0.2042
N  2.967  3.083  1.105  -1.1274
C  -2.843  -0.764  -1.380  -1.1255
H  2.013  3.519  1.096  0.2137
H  -3.788  2.131  -0.530  0.1589

=====

Question: Look up the net charge of the third one.
Answer: -2

=====

Question: Which value of net charge does entry 3 give?
Answer: -2

=====

Question: Among the records above, which one has the highest net charge?
Answer: C16H36NO8S4

=====

Copy entry 3 word for word.
A molecular structure, C16H37CdNSi4, computed with the ωB97M-V functional and the def2-TZVPD basis.

Values from the calculation:
LUMO energy (spin up / spin down) = 0.1771 / 0.1772 Eh
Gap between HOMO and LUMO (spin up / spin down) = 4.4 / 3.6 eV
Net charge = -2

Each line ends with the natural charge from an NBO analysis.
Geometry (Å):
H  0.986  5.163  -1.943  0.1929
Si  0.082  -0.467  0.353  -0.8265
H  0.293  -2.915  3.139  0.2142
H  1.988  -2.926  2.605  0.2196
C  0.829  4.118  -2.170  -0.3752
H  -1.905  2.902  1.018  0.2012
Cd  -0.391  1.914  -0.539  1.4844
C  -3.027  2.844  -0.832  -0.5283
Si  1.278  -1.951  -0.986  1.3052
Si  1.038  -0.579  2.479  1.3001
C  0.519  -1.966  -2.710  -1.1143
H  -0.586  1.510  -3.773  0.1982
H  0.316  -4.160  -0.208  0.2265
C  -3.033  -0.272  1.652  -1.1131
H  1.794  0.928  -2.612  0.2022
C  -0.252  3.581  -2.931  -0.3675
H  2.722  3.167  -1.414  0.2634
H  2.789  1.137  1.842  0.3278
H  3.546  -1.803  -1.910  0.2032
C  2.776  0.129  2.311  -1.1425
H  -1.830  -3.655  -0.241  0.2253
H  1.830  -3.803  0.641  0.2308
H  -1.765  -3.390  1.519  0.2306
H  -0.487  -2.405  -2.717  0.2209
C  -2.253  -3.072  0.588  -1.1189
H  -0.974  -0.041  3.902  0.2141
H  -1.074  4.143  -3.361  0.1875
H  1.162  -2.581  -3.357  0.2073
C  -0.009  2.189  -3.137  -0.4477
H  1.867  -4.338  -1.046  0.2068
H  3.067  -0.207  -1.284  0.2651
C  1.245  1.866  -2.496  -0.4498
H  1.564  -2.278  4.199  0.2088
C  0.027  0.383  3.745  -1.1096
H  -2.287  -1.225  -2.206  0.2300
H  -0.066  1.435  3.446  0.2481
H  -4.104  -0.507  1.564  0.2060
H  -2.913  0.813  1.548  0.2480
H  3.201  0.239  3.317  0.2064
C  -1.906  3.162  -0.059  -1.0079
C  1.314  -3.719  -0.322  -1.1124
H  3.599  -1.476  -0.163  0.2313
C  3.037  -1.285  -1.084  -1.1150
H  0.550  0.344  4.713  0.2124
H  0.459  -0.963  -3.151  0.2534
H  -1.525  4.190  -0.284  0.2295
H  -2.878  0.323  -1.543  0.2614
C  1.750  3.071  -1.904  -0.3442
H  -2.697  -0.564  2.655  0.2259
C  1.232  -2.345  3.150  -1.1072
H  -3.874  -1.148  -1.406  0.2033
Si  -2.119  -1.215  0.303  1.2881
H  -3.362  3.574  -1.577  0.1664
H  3.432  -0.520  1.724  0.2104
H  -3.324  -3.320  0.664  0.2042
N  2.967  3.083  1.105  -1.1274
C  -2.843  -0.764  -1.380  -1.1255
H  2.013  3.519  1.096  0.2137
H  -3.788  2.131  -0.530  0.1589